Below is 13 unconnected molecules or ions with the total composition C78H191N13O21 in a non-equilibrium geometry, with properties calculated with wB97M-V/def2-TZVPD.

E_LUMO, eV: 0.37
Frontier orbital gap, eV: 8.26

Positions of all 303 atoms, in Å:
H1 -3.16151 1.48514 -8.19875
C1 2.70740 -6.61177 -4.06482
C2 0.18399 0.25342 2.73256
H2 7.30433 -1.96395 1.72880
H3 -0.82013 6.05123 -5.43805
H4 -6.56278 -0.03412 -0.34066
C3 11.27197 -1.42836 1.89989
H5 1.26070 -7.46025 -5.53067
H6 1.89431 -6.56525 -3.34038
N1 -0.21195 -8.09500 2.24585
H7 -1.19226 -1.70578 -4.06950
C4 -5.16180 -0.21578 1.95362
H8 -4.18650 -0.74421 -8.35935
N2 0.06793 3.67052 5.66284
H9 -1.44228 1.15485 5.57029
H10 9.27512 -1.18388 3.33133
H11 3.40120 7.46432 3.10983
H12 0.22560 7.08077 -4.52447
O1 -1.75318 7.44603 -4.17066
H13 -0.92935 5.39568 2.92424
O2 3.66495 -1.64501 -6.73970
H14 2.77541 7.76734 1.43220
C5 -1.47607 -2.14691 -3.11401
H15 1.09141 -0.31586 2.93407
H16 -0.48547 0.22524 3.59230
H17 -4.91787 -2.05017 -4.88095
H18 -0.27120 2.25905 -5.54454
H19 -2.28047 -4.03899 4.05962
O3 -2.03904 0.27890 -0.25580
H20 0.72947 1.90374 -0.51451
H21 1.77504 -7.01836 6.25465
H22 -5.56128 -3.99145 -1.90863
H23 0.33817 4.46921 -4.49361
H24 -5.92709 -2.46224 -3.52604
H25 -2.20622 0.98258 -4.78440
H26 5.15032 -1.78826 2.54835
C6 -2.10734 -4.14082 -1.72899
H27 11.32395 -2.09186 2.76312
H28 0.89345 -3.49177 7.89131
H29 -3.77680 6.69620 -0.16787
H30 -0.55518 7.72331 -5.89701
C7 2.81972 -1.35652 -2.79233
H31 9.28391 0.30511 2.36571
C8 -1.19160 3.27709 6.32809
C9 -0.60921 -4.37818 -3.68521
H32 0.29401 -4.27927 -3.08310
H33 -2.85844 5.38653 -0.91807
H34 -2.94348 0.07438 -0.00727
N3 1.80032 3.71536 -3.25776
O4 3.04287 6.18188 -0.76958
H35 -2.83720 8.16952 -1.92251
C10 -2.63936 -3.17137 5.93826
H36 -4.62400 -5.38792 -2.33290
H37 4.53363 -0.77693 -8.37817
N4 -5.09828 1.86996 3.25624
H38 5.01079 -5.53908 -2.60905
H39 -5.47066 6.03780 1.08721
H40 2.89354 -4.66621 1.26368
H41 4.40982 0.03573 -2.53035
C11 -5.28505 -4.76729 -4.55413
H42 -2.36506 -1.57890 -2.83988
H43 0.78885 -3.28633 4.33582
H44 3.50112 -8.04760 -2.97104
H45 -3.67000 -4.24557 -0.32445
C12 -5.95488 1.22100 -8.82385
H46 -3.04025 -5.16483 5.17087
H47 4.59057 -3.29422 -5.77604
C13 -1.48073 7.54932 2.76845
C14 -3.76544 2.11877 -3.76201
H48 -1.43644 -3.64990 -1.02401
C15 2.88070 4.93017 -1.43290
C16 0.97676 -6.55092 6.83116
H49 -1.99810 3.61140 5.67547
C17 -4.38962 -0.10745 -7.49831
H50 2.17428 3.63509 -7.77802
H51 1.94305 -3.87587 0.03053
H52 -2.39794 0.32904 -7.16547
H53 1.07445 2.07792 3.63526
H54 -0.55036 -5.57238 3.60065
H55 0.78190 -1.72031 0.35308
H56 -0.17454 -8.55829 1.34916
H57 -2.64225 -2.20269 5.43851
H58 -2.25817 -4.45235 -5.79724
N5 -3.59664 1.77527 -6.17818
H59 0.07191 3.51541 -0.73632
H60 -5.42360 4.04255 -2.73523
H61 -5.90649 -3.96532 3.04960
H62 0.55618 3.99164 -7.14355
H63 -3.26071 2.65966 3.88158
H64 -3.09010 2.75191 1.45272
C18 -0.73110 7.06460 -5.04656
H65 0.86951 6.35626 1.57751
H66 -5.12647 -5.80972 -4.27795
H67 -1.19991 -7.93639 2.38332
H68 5.17347 3.36285 5.36012
H69 -0.20741 -0.72412 8.22824
O5 1.73185 2.71632 -5.91245
C19 -3.03041 -4.12442 4.84600
H70 2.57042 4.25219 -0.63781
H71 -2.05155 6.71620 -0.13422
C20 2.96223 -4.01833 0.38982
C21 -3.50184 -3.83171 -1.31870
C22 1.74751 4.95490 -2.48773
C23 0.67978 2.39884 -5.03054
H72 -6.24400 -0.23189 2.08286
C24 1.25908 3.49175 6.53501
C25 -4.88354 -4.32652 3.15549
H73 -0.31859 -5.30864 0.39855
H74 -4.27118 4.84437 4.49148
H75 0.99694 1.46396 -4.56847
H76 -1.11668 2.92964 2.79898
C26 -5.59342 2.96817 -2.66482
H77 -5.87026 4.28113 4.36716
O6 -2.76451 -3.71652 -5.44541
H78 -1.21432 8.47395 3.28051
C27 4.32235 0.05269 3.41728
H79 -3.46906 -2.74597 -1.22806
C28 4.27098 -1.76679 -8.00495
H80 1.08228 -6.86609 7.86925
C29 0.43024 -4.47231 7.78143
H81 4.60229 -5.99448 -6.27444
C30 3.72187 7.19460 -1.54004
N6 3.51982 -1.80068 -3.94391
O7 -4.80690 4.65958 2.53020
H82 -4.56397 6.65765 2.48136
O8 1.09223 -4.59394 2.73112
H83 -2.13162 4.02814 0.81546
C31 -1.41996 1.74140 6.48874
H84 2.58886 2.97699 4.90233
H85 2.83250 9.10873 2.46923
H86 7.51134 -0.43500 0.88524
C32 -1.89842 6.54860 -3.07537
H87 -1.68182 -6.08110 1.09308
H88 2.52139 3.58117 -3.95214
C33 7.54799 -0.91036 1.86544
H89 1.76023 -2.11322 -4.99224
H90 -1.31079 6.71998 5.02296
H91 -5.34341 -1.27200 -0.31666
H92 -3.25254 -3.21837 6.83821
O9 -5.62074 0.65511 -7.48533
O10 -5.18039 2.11191 -3.74719
H93 2.97162 -6.36306 -0.54516
C34 -2.35944 2.97161 0.67429
H94 1.27832 -6.87832 1.51840
H95 3.39238 -3.12413 0.84089
H96 -3.39339 0.68619 3.00320
C35 -1.14668 -1.58130 1.79597
H97 3.85576 4.56145 -1.75135
C36 1.59053 3.78387 -6.86962
H98 11.92288 -1.94347 1.19342
C37 -2.93505 7.10732 -2.14670
H99 4.77557 5.01678 5.48342
C38 -4.36624 -3.88038 -3.73686
H100 -1.20979 -2.08538 0.83160
H101 -6.37263 6.17601 2.53529
C39 5.43200 -2.02172 -1.35942
H102 2.43744 -8.56866 -4.96850
C40 4.30274 -6.99797 -6.57668
H103 1.56856 5.76182 3.04987
H104 0.13819 7.24361 4.86914
N7 -1.39489 0.73758 0.86078
C41 0.59402 3.54251 -3.97994
H105 -4.86038 -5.41385 3.22808
C42 5.21580 -0.70518 2.44475
O11 -4.85820 0.49351 0.76775
C43 -1.05843 -4.37037 7.36947
H106 4.87610 -0.43467 1.44498
H107 2.94002 -5.61932 -4.45087
H108 3.27412 -3.70588 -6.66691
H109 1.08204 4.16537 7.37345
O12 1.26063 -5.09002 6.81875
H110 -3.38776 3.10377 -4.03631
O13 4.48113 -1.11878 -0.85297
H111 -4.42182 -1.60967 -3.32618
H112 -1.60482 -4.11249 8.27668
H113 -2.89399 2.73917 -0.24676
O14 1.40765 7.79658 2.93475
H114 3.05749 0.30373 -1.41629
H115 3.99028 -0.62357 6.52907
O15 2.92886 -7.25279 -6.53741
N8 -4.29915 7.06144 -2.73011
H116 -4.63906 6.11086 -2.69898
C44 -4.31940 2.71508 4.13494
H117 2.15601 -4.43535 4.57400
H118 6.03596 -2.37668 -0.52437
H119 -4.25337 7.32488 -3.70407
H120 -0.98114 6.58538 -2.48771
C45 -5.36336 5.98497 2.17063
H121 6.81602 -0.51158 3.65077
C46 3.28801 -5.67478 -1.32890
H122 4.74398 6.86549 -1.72733
O16 4.44084 -0.60930 4.65580
O17 3.53687 3.79208 6.57611
C47 4.75631 4.08999 6.05680
C48 -4.89039 -2.43539 -3.86167
H123 4.55793 -7.04589 -7.63531
H124 2.48534 -3.55988 -4.38571
H125 -5.23030 2.61927 -1.69811
H126 -0.81313 -7.00212 0.03047
H127 4.47125 1.13238 3.43066
H128 4.92752 -7.78036 -6.14584
C49 0.42741 -5.82614 3.19116
O18 -0.63613 1.18292 7.50121
H129 -0.60601 -2.11502 2.57760
O19 9.96106 -1.22334 1.40476
H130 -6.68044 2.89202 -2.63870
H131 0.02325 4.58650 5.23964
H132 -0.35319 -3.91920 -4.64013
C50 1.59252 -3.84264 3.85340
C51 0.65606 -0.63954 0.41793
C52 0.86970 6.50078 2.65789
H133 1.82052 4.75093 -6.42242
C53 4.36947 -6.34811 -2.25936
C54 -3.30707 0.91966 -7.27834
H134 11.60068 -0.41975 2.15036
C55 -0.35696 2.65742 2.06630
H135 -1.35568 -5.33926 6.96824
H136 -1.60664 -0.80137 7.13406
H137 1.86010 -0.87412 -2.97812
H138 -1.94515 -5.21728 -1.67426
H139 -1.58581 7.69627 1.69353
H140 -5.01356 -4.60332 -5.59698
H141 -2.49330 7.34741 3.11778
H142 1.86117 5.75648 -3.21756
C56 2.72533 -2.59094 -4.82352
H143 5.47704 4.17360 6.87022
H144 -0.29329 3.23350 -3.42739
H145 -4.25674 -4.03815 2.31165
H146 -3.72743 0.23516 -4.67229
H147 0.00305 -6.78698 6.40191
N9 -0.41427 6.42315 4.66487
H148 2.45354 4.71060 5.11567
H149 -0.59900 -3.56840 5.71061
H150 2.47458 -2.24955 -2.27130
H151 -4.57876 0.16020 4.07305
H152 -5.99774 0.40050 -9.54013
O20 -4.24670 -3.61927 4.30900
O21 3.82088 -4.55995 -0.61590
C57 -4.58574 -4.29967 -2.28467
H153 6.12305 -1.56906 -2.07051
H154 3.20867 7.34122 -2.49043
C58 0.28373 -6.75881 1.94808
C59 -4.47715 0.59894 3.08045
H155 1.31464 2.49190 6.96551
H156 3.50277 0.89678 5.69784
H157 5.10360 -2.94730 -1.83224
H158 -0.68829 2.10702 -1.42690
C60 -0.19598 2.47947 -0.52856
C61 -5.48419 -0.19130 -0.33601
C62 -0.68527 -0.26564 7.36248
C63 -0.54694 6.38049 3.19257
C64 -4.88981 4.16478 3.90535
C65 -3.26969 1.20300 -4.87691
N10 -1.30437 -3.33789 6.39574
H159 0.77054 5.03882 -2.01173
H160 -5.03132 1.74447 -9.07106
N11 -2.93361 -4.07566 -4.08606
H161 2.21707 -3.06629 3.41143
H162 0.32977 -0.33865 -0.57762
H163 2.47688 -5.17786 -1.86111
H164 -0.83493 -5.41227 -3.94560
H165 -3.45976 1.72877 -2.79115
H166 3.75960 8.17087 -1.05676
H167 5.08188 -6.81686 -1.58050
H168 -5.14420 2.25218 2.32248
H169 -6.81246 1.89379 -8.82433
H170 -0.08791 -0.52791 6.48929
C66 2.31933 -7.53110 -5.28095
C67 3.60365 -2.89752 -6.01418
H171 -0.71258 -1.98766 -2.35256
H172 -2.40910 1.63700 6.93460
H173 1.11643 -6.31259 3.88161
C68 -2.89927 6.46593 -0.77204
C69 2.70403 8.02650 2.48854
H174 1.62408 -0.21972 0.69140
H175 3.89629 -1.04124 -4.49312
C70 9.03585 -0.75626 2.35768
H176 0.53447 -4.90210 8.77768
H177 -6.35416 -4.60234 -4.42037
H178 3.28066 -0.12870 3.15256
H179 -2.17726 -1.51368 2.14445
H180 5.18915 -2.35022 -7.93668
C71 2.50313 3.76321 5.65240
H181 -4.51807 2.46565 5.17725
N12 6.61574 -0.18263 2.71707
H182 0.22577 3.55731 1.86952
H183 -4.59325 1.91897 -6.25702
N13 3.79322 -7.16293 -3.36108
H184 -1.29779 3.74236 7.30806
C72 -1.83591 -3.64372 -3.17150
H185 1.47856 1.87694 1.95156
C73 -0.64411 -6.26267 0.81325
H186 -4.42371 -0.74315 -6.61354
H187 3.51348 -2.11844 -8.70539
C74 0.68885 1.71057 2.68422
H188 2.55480 -0.59428 5.49153
H189 -4.66925 -1.18686 1.90364
C75 3.55769 -0.18957 5.62763
C76 3.69698 -0.45488 -1.86757
C77 -0.44770 -0.29208 1.41440
H190 -5.10290 0.09015 -1.31759
C78 -1.00885 2.13202 0.76963
H191 -2.22770 5.59791 -3.49472

Atomic forces in eV per Å
H 0.010 0.271 -0.026
C -1.256 -0.295 -1.295
C 0.772 1.463 -0.343
H -0.025 -0.288 0.130
H -0.449 -0.220 -0.045
H -0.129 0.211 0.100
C -0.572 0.488 0.209
H -0.122 0.325 0.309
H -0.890 0.434 -0.628
N 0.186 -0.059 0.966
H 0.326 -0.347 -0.125
C 1.621 1.241 1.253
H -0.452 0.133 -0.353
N -0.146 -2.325 0.593
H 0.562 0.201 -0.368
H -0.442 -0.211 0.244
H 0.469 0.233 -0.148
H 0.302 -0.083 0.312
O -0.335 0.334 -0.535
H -0.160 0.076 -0.224
O 0.467 -0.614 0.505
H 0.325 -0.564 -0.139
C -1.174 0.192 -0.152
H -0.282 -0.623 0.216
H -0.296 -0.473 -0.074
H 0.031 -0.377 -0.280
H -0.161 0.091 -0.107
H 0.455 -0.121 -0.170
O 0.220 -0.500 -1.788
H 0.343 0.168 0.070
H -0.160 0.030 -0.093
H -0.085 0.178 -0.272
H -0.368 0.196 -0.351
H -0.109 0.129 -0.025
H 0.234 0.488 -0.074
H -0.149 -0.089 0.237
C -0.139 -0.639 -1.041
H -0.406 0.147 0.486
H -0.435 0.407 -0.073
H -0.126 0.071 -0.318
H -0.817 0.353 0.135
C 0.137 0.039 1.639
H -0.566 0.496 0.806
C 0.933 -0.797 -1.200
C 0.310 0.198 -1.214
H -0.194 -0.108 0.380
H -0.139 -0.279 0.287
H -0.383 0.271 0.518
N -0.691 -1.103 0.970
O 0.133 1.057 -0.018
H 0.855 0.221 -0.612
C 0.518 0.285 -0.469
H 0.234 -0.230 0.495
H 0.094 0.156 0.302
N -0.306 0.043 -0.650
H -0.339 0.266 -0.730
H 0.350 -0.399 -0.004
H -0.115 -0.599 -0.187
H 0.078 0.374 -0.156
C 0.642 -0.403 -0.864
H 0.071 0.143 0.370
H -0.204 -0.201 0.308
H 0.116 -0.188 -0.013
H -0.212 0.088 0.154
C 2.214 -0.968 1.350
H -0.474 -0.258 0.040
H 0.383 0.627 0.740
C -0.179 -0.693 -0.062
C 0.347 -0.835 -1.026
H 0.298 -0.067 -0.200
C -0.745 0.684 0.587
C 1.188 1.608 -0.083
H -0.190 0.173 0.115
C -0.698 1.046 0.802
H 0.121 -0.373 0.367
H -0.086 0.310 -0.182
H 0.459 0.300 0.350
H -0.357 -0.098 0.105
H -0.040 -0.119 0.380
H 0.215 -0.095 0.153
H 0.056 -0.515 0.028
H -0.650 0.374 0.384
H -0.021 -0.125 -0.204
N 0.609 0.302 0.672
H -0.289 0.140 0.592
H 0.710 0.002 -0.587
H 0.239 0.073 0.160
H -0.413 -0.734 -0.265
H 0.362 0.146 0.232
H 0.316 -0.367 0.320
C 1.084 -0.258 0.128
H -0.059 -0.024 -0.357
H 0.235 -0.104 -0.252
H -0.426 -0.469 0.336
H -0.201 -0.620 -0.131
H -0.149 0.206 0.071
O 0.967 0.017 -1.782
C -0.644 0.110 -1.033
H -0.064 -0.119 -0.010
H 0.279 0.207 -0.454
C 0.476 -0.926 0.290
C -0.503 0.501 0.387
C 1.926 -0.665 -0.686
C 0.753 1.632 0.416
H -0.045 -0.359 0.225
C -1.192 0.768 -1.782
C 1.856 1.002 1.214
H 0.179 -0.071 -0.288
H 0.320 0.158 0.289
H -0.152 -0.015 0.154
H -0.231 -0.143 0.014
C -1.478 -0.852 -0.272
H -0.441 -0.347 -0.531
O 0.437 0.623 0.297
H 0.424 0.012 -0.320
C -1.186 -2.004 -0.321
H -0.748 0.286 0.171
C -0.331 0.608 0.067
H -0.299 -0.273 -0.014
C -0.058 1.174 -0.370
H -0.118 -0.001 0.605
C -0.315 -1.026 -0.218
N 0.725 0.175 0.009
O -1.048 -0.678 -0.043
H -0.632 0.684 0.127
O -0.603 -1.143 1.297
H 0.022 0.096 -0.496
C -1.132 1.543 0.874
H 0.224 -0.286 -0.051
H 0.377 -0.037 0.649
H 0.053 -0.180 -0.217
C 0.213 1.527 -0.068
H -0.124 0.118 0.855
H 0.653 0.634 0.338
C 1.761 0.551 -0.197
H -0.190 0.062 -0.895
H -0.439 -0.359 0.331
H 0.244 -0.238 0.476
H -0.500 0.222 -0.335
O -1.341 -0.530 -1.735
O 0.064 1.392 0.834
H -0.623 -0.516 -0.330
C 0.549 -0.726 0.128
H 0.188 0.163 0.112
H 0.055 0.367 -0.827
H 0.394 -0.133 -0.944
C -0.986 -0.084 -0.901
H -0.024 0.006 -0.706
C -0.997 0.261 1.120
H -0.312 0.520 -0.562
C -1.697 1.018 0.471
H -0.215 0.500 0.045
C -0.136 1.473 1.143
H -0.072 -0.949 0.354
H 0.222 0.015 0.680
C 1.072 -0.555 0.013
H 0.530 -0.303 -0.066
C 0.641 -0.370 -1.180
H -0.231 -0.406 0.378
H 0.586 0.130 0.042
N 0.668 -0.664 3.030
C -1.533 -1.517 -1.426
H -0.040 -0.033 0.396
C 0.826 2.296 0.451
O -0.308 -0.804 -1.759
C 0.517 -0.001 0.888
H 0.460 -0.045 -0.232
H -0.012 0.113 0.137
H -0.979 0.072 -0.253
H 0.971 0.371 0.291
O -0.928 -2.276 0.088
H 0.092 0.410 0.607
O -1.222 0.156 -0.616
H 0.422 -0.460 0.477
H -0.281 -0.341 0.100
H 0.205 0.393 -0.294
O -1.688 -0.118 0.625
H 0.232 -0.152 0.405
H -0.431 0.326 0.399
O -0.333 0.040 0.751
N 0.247 -0.308 0.562
H -0.136 -0.238 -0.067
C -1.761 1.883 -1.770
H -0.116 -0.070 -0.067
H -0.042 0.254 0.261
H 0.050 0.110 -0.156
H 0.525 -0.824 -0.251
C 1.091 -1.706 0.605
H -0.105 0.189 0.532
C 0.588 0.908 0.514
H 0.168 0.035 -0.125
O 1.325 0.177 -0.414
O -0.107 -0.504 0.678
C 1.923 0.431 -0.494
C -0.417 0.571 -0.594
H -0.060 0.116 -0.204
H -0.025 -0.096 0.522
H 0.320 -0.102 0.036
H 0.786 -0.090 -0.208
H 0.465 0.051 0.218
H -0.134 0.093 0.648
C 0.868 0.476 -2.055
O 0.541 -2.093 -0.019
H 0.318 -0.245 -0.457
O -0.089 -2.068 -1.054
H -0.072 -0.152 0.054
H -0.067 0.329 0.415
H 0.236 0.095 -0.183
C -0.192 0.402 -1.218
C 0.073 -0.352 -0.325
C 0.588 0.663 -0.935
H 0.763 0.083 0.199
C -1.079 1.502 0.594
C 0.969 -1.121 -1.081
H 0.900 -0.141 0.243
C 0.554 -0.624 0.717
H -0.325 -0.386 0.438
H -0.755 0.801 0.503
H -0.226 0.720 -0.464
H 0.203 -0.154 -0.125
H 0.340 0.123 0.005
H -0.348 -0.279 -0.152
H -0.114 -0.310 0.094
H -0.041 0.721 0.293
C 0.649 -1.330 0.098
H -0.067 0.084 0.064
H 0.067 0.395 0.910
H -0.297 -0.075 -0.447
H -0.368 -0.418 -0.234
H 0.058 -0.008 0.114
N -0.402 0.214 -0.080
H -0.224 0.332 -0.062
H -0.334 0.627 -0.916
H 0.288 -0.263 0.539
H -0.225 -1.034 -0.057
H -0.626 -0.011 -0.033
O -1.613 -1.244 -0.567
O 0.986 0.475 0.344
C 0.886 -0.479 0.407
H 0.017 0.489 -0.132
H 0.059 0.022 -0.180
C -0.550 0.606 -0.949
C -0.668 -1.132 1.122
H -0.090 -0.070 -0.327
H -0.004 0.184 0.169
H -0.867 0.298 -0.019
H -0.428 -0.014 0.116
C 0.410 -1.177 0.300
C -0.164 0.054 -0.089
C 1.418 0.455 -0.218
C 0.432 1.148 0.775
C 1.190 1.217 0.218
C -0.714 -0.131 0.430
N 2.280 -0.270 0.739
H 0.131 -0.011 0.056
H -0.323 0.625 -0.507
N -1.244 -0.826 0.997
H 0.298 -0.082 0.052
H 0.259 0.177 -0.093
H -0.531 -0.920 -0.430
H 0.051 -0.219 0.512
H 0.651 0.305 0.172
H -0.264 -0.347 0.522
H -0.308 -1.042 -0.319
H -0.057 0.819 -0.008
H 0.074 -0.399 0.384
H 0.393 -0.047 -0.146
C -0.271 0.716 0.369
C -0.763 0.860 -1.504
H 0.095 0.104 -0.143
H -0.853 0.257 -0.557
H -0.388 -0.104 0.348
C -0.217 -1.038 -0.035
C -0.326 0.109 -0.776
H -0.006 0.218 -0.249
H 0.054 0.319 0.099
C -0.196 0.973 -0.695
H -0.115 -0.618 0.006
H 0.134 0.488 0.154
H -0.416 0.312 -0.614
H -0.100 0.603 0.181
H -0.079 -0.327 -0.326
C -1.377 0.006 1.451
H 0.236 -0.067 0.078
N -0.796 -1.488 -0.530
H -0.411 0.357 -0.353
H -0.269 0.313 0.470
N 2.877 -0.576 1.705
H -0.116 0.058 0.331
C 0.793 -0.094 -0.018
H 0.725 -0.828 0.062
C 0.064 1.328 0.136
H -0.256 -0.139 -0.068
H 0.303 -0.693 -0.255
C -0.637 0.156 -1.570
H -0.318 -0.034 -0.184
H -0.436 -0.416 0.073
C 0.141 -0.152 0.890
C 0.153 -0.994 -0.537
C 0.284 1.596 1.032
H 0.272 0.658 0.231
C -1.553 2.162 -0.848
H 0.362 -0.533 0.476